Here is 5 unconnected molecules or ions with the total composition C14H41N7O5 in a non-equilibrium geometry from the OMol25 dataset. Energies are from the ωB97M-V functional and the def2-TZVPD basis.

LUMO energy = 0.0230 eV
SMILES = COC[C@H](C)N.COC[C@H](C)N.COC[C@H](C)N.NC(N)=O.NC(N)=O
E_HOMO = -7.95 eV
Electronic energy = -35849.7500 eV
Maximum force = 0.1191 hartree/bohr
Energy above the lowest of the compared OMol25 structures with the same formula, charge and spin = 57.5 kcal/mol

Element x y z (Å)
C -16.070 -9.815 -10.787
O -17.165 -9.730 -11.621
C -18.410 -10.213 -11.031
C -19.616 -9.664 -11.839
C -20.887 -10.101 -11.083
N -19.634 -10.187 -13.163
H -15.222 -9.362 -11.301
H -15.788 -10.868 -10.761
H -16.285 -9.433 -9.789
H -18.505 -11.298 -11.054
H -18.526 -9.840 -10.013
H -19.599 -8.575 -11.850
H -20.900 -9.915 -10.009
H -20.913 -11.191 -11.075
H -21.691 -9.538 -11.556
H -18.810 -9.949 -13.695
H -19.703 -11.192 -13.087
C -18.700 -14.026 -19.995
O -19.218 -13.798 -18.719
C -19.416 -12.405 -18.465
C -19.688 -12.067 -17.005
C -21.100 -12.408 -16.485
N -19.325 -10.696 -16.754
H -17.697 -13.707 -20.279
H -19.343 -13.627 -20.779
H -18.762 -15.106 -20.129
H -18.581 -11.818 -18.849
H -20.267 -12.016 -19.023
H -19.015 -12.599 -16.333
H -21.218 -13.484 -16.354
H -21.798 -11.951 -17.187
H -21.334 -12.080 -15.473
H -18.338 -10.571 -16.579
H -19.753 -10.491 -15.862
C -18.720 -17.993 -13.037
O -18.981 -16.589 -13.075
C -17.831 -15.814 -12.589
C -18.052 -14.331 -12.595
C -18.051 -13.627 -13.945
N -17.092 -13.558 -11.856
H -17.804 -18.215 -13.585
H -19.443 -18.648 -13.523
H -18.622 -18.382 -12.024
H -17.751 -16.181 -11.566
H -16.891 -16.045 -13.090
H -18.995 -14.093 -12.103
H -18.779 -14.154 -14.563
H -17.136 -13.718 -14.530
H -18.338 -12.587 -13.790
H -16.187 -13.679 -12.287
H -17.252 -12.568 -11.981
N -15.105 -10.396 -13.869
C -15.506 -10.575 -15.095
N -14.491 -10.676 -16.004
O -16.686 -10.550 -15.394
H -14.122 -10.296 -13.660
H -15.791 -10.299 -13.133
H -14.737 -10.930 -16.950
H -13.568 -10.696 -15.595
N -11.685 -9.614 -11.623
C -11.600 -10.450 -12.604
N -10.635 -11.243 -12.333
O -12.403 -10.425 -13.568
H -11.126 -9.806 -10.804
H -12.448 -8.952 -11.629
H -10.407 -11.830 -13.123
H -10.024 -11.159 -11.534

Forces on atoms 1 to 6 (eV/Å):
C 0.604 -1.151 -0.080
O -2.231 0.061 -0.364
C -0.045 1.480 -0.840
C 0.700 -0.307 1.790
C 0.667 0.241 -0.096
N -0.607 -0.058 -0.692